1.
22
Properties=species:S:1:pos:R:3:mulliken_charge:R:1 method="wB97M-V/def2-TZVPD" total_charge=-5 gap_ev=3.353 multiplicity=1
Hg -0.3928 -1.0777 -0.4000 1.62
S -1.7021 0.8786 -2.9391 1.03
O -0.9893 0.4914 -4.1850 -0.71
O -1.9857 2.3149 -2.9469 -0.73
O -2.9205 0.0698 -2.7201 -0.75
O -0.7624 0.5895 -1.7418 -0.62
S -2.6039 1.3076 1.5734 0.94
O -2.2814 2.7010 1.1845 -0.74
O -3.8625 0.8856 0.8944 -0.77
O -1.5296 0.3325 1.2159 -0.62
O -2.7579 1.2801 3.0601 -0.80
I 0.2395 -2.5668 -2.7820 -0.74
Cl 2.3248 1.9422 0.0075 1.59
O 1.7671 0.6045 0.0873 -0.59
O 3.6666 1.8399 0.6720 -0.78
O 2.5653 2.3231 -1.3490 -0.67
O 1.5058 2.8943 0.6752 -0.61
Cl 1.9287 -3.3580 1.9220 1.74
O 3.2751 -2.8289 1.9268 -0.71
O 1.0620 -2.5716 1.0901 -0.65
O 1.9771 -4.7199 1.4506 -0.71
O 1.4760 -3.3321 3.3040 -0.72

***

2.
7
Properties=species:S:1:pos:R:3:mulliken_charge:R:1 method="wB97M-V/def2-TZVPD" gap_ev="8.046 / 7.877" relative_energy_kcal_mol=57.6 multiplicity=1
N 1.4174 -0.7080 2.3146 0.72
O 1.3946 0.5004 2.3309 -0.35
O 1.0948 -1.5885 1.5974 -0.36
O -1.8145 -0.3080 -2.5161 -0.42
P -0.7442 0.4690 -1.9104 0.64
Cl 0.2338 -0.5855 -0.5371 -0.06
Cl -1.5819 2.2207 -1.2793 -0.16

***

3.
5
Properties=species:S:1:pos:R:3:mulliken_charge:R:1 method="wB97M-V/def2-TZVPD" gap_ev="8.592 / 7.235" relative_energy_kcal_mol=73.9 multiplicity=1
O 1.1047 -2.1822 -0.3274 -0.31
O -1.6763 0.9747 0.3542 -0.33
S -0.4707 1.1899 -0.3721 0.48
Cl -0.1898 -1.3717 -0.4606 0.27
Cl 1.2322 1.3894 0.8060 -0.11